{
  "formula": "C22H36ClN3O3S",
  "method": "ωB97M-V/def2-TZVPD",
  "elements": ["C", "H", "H", "H", "C", "C", "H", "H", "H", "C", "N", "S", "O", "O", "N", "C", "C", "H", "H", "C", "C", "O", "N", "H", "C", "H", "H", "C", "C", "C", "C", "C", "C", "C", "H", "H", "Cl", "H", "H", "H", "H", "C", "C", "H", "H", "H", "H", "H", "H", "H", "C", "H", "H", "C", "C", "H", "H", "H", "C", "H", "H", "H", "H", "H", "H", "H"],
  "xyz": [[0.80926, -4.98809, -3.02249], [0.17919, -5.42476, -2.12658], [1.58360, -5.60589, -3.12951], [0.02831, -4.97975, -3.86862], [0.99855, -3.66014, -2.71334], [1.99400, -3.00716, -3.89649], [2.50118, -2.01297, -3.67047], [1.23977, -2.94327, -4.59777], [2.74603, -3.76091, -4.07698], [-0.04728, -2.80093, -2.21348], [0.39763, -1.62699, -1.56650], [0.97659, -1.60338, -0.15887], [1.01475, -0.01552, -0.01985], [2.19594, -2.28537, -0.03169], [-0.32634, -2.20185, 0.74652], [0.38894, -2.66531, 1.87860], [0.69442, -1.44791, 2.77827], [1.65717, -1.06364, 2.34537], [1.02934, -1.95511, 4.02319], [-0.24699, -0.51343, 3.12697], [0.13813, 0.65632, 3.77664], [0.02404, 1.11780, 4.81157], [1.28628, 1.29332, 3.12459], [1.58965, 0.96739, 2.08978], [1.66427, 2.39241, 3.62552], [2.82021, 2.48122, 3.71824], [1.16669, 2.98256, 4.18038], [1.67976, 3.55547, 2.44569], [0.29123, 3.75530, 1.79510], [-0.26140, 3.23910, 0.70449], [-1.62072, 3.20380, 0.51159], [-2.59994, 3.86701, 1.24094], [-2.00155, 4.55943, 2.44524], [-0.76320, 4.45531, 2.61640], [-0.34563, 4.89722, 3.55879], [-2.59243, 5.04952, 3.22125], [-4.31593, 3.99395, 0.89795], [-1.77672, 2.92246, -0.56168], [0.42108, 2.59517, 0.11252], [2.21827, 4.46014, 2.64232], [2.28829, 3.42922, 1.36147], [-0.84546, -0.14540, 1.76919], [-1.35821, -1.36257, 0.84003], [-2.20088, -1.93722, 1.20623], [-1.71374, -1.10385, -0.03098], [-0.60730, 0.73930, 1.33564], [-2.10186, 0.48231, 2.06608], [-1.17364, -0.77795, 3.78847], [-0.57164, -3.32938, 2.54767], [1.22563, -3.44224, 1.70146], [0.35497, -0.39642, -2.51005], [1.29190, 0.11572, -2.30308], [0.28995, -0.64662, -3.43229], [-0.75950, 0.74336, -2.44521], [-0.47025, 2.06883, -3.19124], [-0.18554, 1.77999, -4.18845], [0.33640, 2.33327, -2.85675], [-1.24481, 2.56293, -3.09524], [-2.04944, -0.00323, -2.74077], [-2.73631, 0.94245, -2.64173], [-2.21518, -0.17296, -3.89361], [-2.23664, -0.84777, -2.30668], [-0.89401, 0.85202, -1.26827], [-0.58221, -2.80096, -3.17673], [-0.54670, -3.30033, -1.47925], [1.87003, -3.66503, -1.81947]],
  "e_lumo_ev": 0.4,
  "orbital_gap_ev": 8.69,
  "multiplicity": 1,
  "e_homo_ev": -8.263,
  "e_tot_ha": -2107.6116
}